The following is a DFT calculation (wB97M-V/def2-TZVPD) of a molecular structure, C30H24N6O3SrTe in a non-equilibrium geometry.

Last column: Mulliken charge in e.
Element x y z (Å)
Sr  2.360  2.508  0.730  1.212
C  -0.461  2.524  0.144  -0.887
C  -0.128  2.972  1.566  -0.879
N  -0.038  4.173  1.981  -0.243
N  -0.339  5.197  1.124  -0.661
C  0.531  5.427  0.171  0.345
O  1.607  4.812  -0.061  -0.637
C  0.156  6.552  -0.763  0.382
C  0.980  6.794  -1.857  -0.487
C  0.665  7.803  -2.759  -0.526
C  -0.471  8.580  -2.572  -0.321
C  -1.291  8.345  -1.474  -0.544
C  -0.978  7.337  -0.574  -0.266
C  0.156  1.882  2.582  1.926
C  -0.755  0.845  2.745  -0.657
C  -0.446  -0.181  3.626  -0.450
C  0.755  -0.132  4.309  -0.399
C  1.607  0.937  4.074  -0.571
N  1.328  1.927  3.230  -0.433
H  -0.227  3.283  -0.599  0.320
H  -1.519  2.253  0.079  0.361
H  0.086  1.608  -0.114  0.267
H  1.868  6.184  -1.965  0.481
H  1.313  7.986  -3.608  0.379
H  -0.713  9.368  -3.276  0.349
H  -2.175  8.952  -1.316  0.353
H  -1.600  7.139  0.289  0.424
H  -1.666  0.827  2.163  0.372
H  -1.122  -1.017  3.753  0.393
H  1.060  -0.923  4.982  0.385
H  2.578  0.982  4.553  0.399
C  -3.589  -4.550  -5.209  -0.870
O  -2.283  -4.904  -4.821  -0.435
C  -2.057  -5.052  -3.477  0.842
C  -0.723  -5.218  -3.097  -0.755
C  -0.394  -5.364  -1.769  0.334
C  -1.390  -5.353  -0.782  -0.216
C  -2.708  -5.233  -1.171  -0.498
C  -3.051  -5.066  -2.515  -0.398
N  -1.078  -5.654  0.584  -1.131
N  -0.257  -4.981  1.251  -0.049
C  0.294  -3.755  0.889  -0.237
C  -0.261  -2.817  0.011  -0.111
C  0.285  -1.571  -0.194  -1.022
C  1.473  -1.138  0.462  0.290
O  1.973  -0.003  0.311  -0.736
C  2.065  -2.103  1.413  0.193
N  3.157  -1.686  2.085  -0.498
C  3.689  -2.484  2.976  -0.501
C  3.167  -3.754  3.277  -0.480
C  2.059  -4.192  2.605  -0.573
C  1.461  -3.360  1.634  1.473
H  -3.548  -4.346  -6.276  0.238
H  -3.933  -3.654  -4.683  0.366
H  -4.300  -5.362  -5.027  0.320
H  0.039  -5.213  -3.865  0.404
H  0.641  -5.470  -1.471  0.339
H  -3.484  -5.259  -0.415  0.347
H  -4.092  -4.960  -2.788  0.357
H  -1.183  -3.051  -0.505  0.329
H  -0.195  -0.871  -0.868  0.425
H  4.575  -2.120  3.489  0.437
H  3.643  -4.369  4.032  0.388
H  1.623  -5.161  2.805  0.449
Te  5.259  3.132  -0.054  -1.406

Output
* M: 731.78 g/mol
* total energy: -54712.1042 eV
* net charge: -2
* strongest force on any atom: 2.224 eV Å⁻¹
* E_HOMO: 0.6 eV
* gap between HOMO and LUMO: 0.105 hartree
* relative energy (zero: lowest compared OMol25 entry of this formula, charge and spin): 37.5 kcal/mol

***

The following is a DFT calculation (wB97M-V/def2-TZVPD) of 9 unconnected molecules or ions with the total composition C21H55ClIN19O13S2 in a non-equilibrium geometry.

Last column: Mulliken charge in e.
Element x y z (Å)
C  2.007  2.518  1.888  -0.480
C  2.862  1.191  1.426  -0.483
C  2.033  -0.241  1.675  0.139
O  0.749  -0.079  0.995  0.008
C  -0.224  -1.159  1.383  0.260
N  0.507  -2.460  1.134  -0.488
O  -0.561  -0.866  2.768  -0.329
C  -1.698  -1.559  3.322  -0.266
N  -2.015  -2.936  2.813  -0.298
C  -3.391  -3.140  2.890  0.192
S  -5.106  -3.031  2.672  -0.115
C  -1.468  -0.964  0.295  -0.055
C  -1.190  -1.630  -1.173  -0.584
C  0.133  -1.114  -1.971  0.312
O  0.959  -2.084  -2.454  -0.578
I  0.737  0.945  -2.386  -0.019
N  -1.848  0.520  0.105  0.006
C  -3.307  0.723  0.566  -0.312
C  -3.773  2.293  0.596  -0.358
C  -3.863  2.736  2.180  -0.444
C  -3.369  4.310  2.318  -0.623
S  -1.494  4.390  2.420  1.144
O  -1.083  5.707  3.132  -0.633
O  -0.933  3.215  3.257  -0.526
Cl  -0.783  4.491  0.454  -0.159
H  0.889  2.468  1.541  -0.169
H  2.133  2.775  3.043  0.268
H  2.492  3.444  1.317  0.269
H  3.323  1.255  0.349  0.235
H  3.792  1.125  2.170  0.313
H  2.744  -1.070  1.191  -0.370
H  1.990  -0.369  2.835  0.231
H  1.012  -2.817  1.973  0.426
H  1.091  -2.452  0.273  0.069
H  -2.708  -0.927  3.247  0.200
H  -1.513  -1.668  4.497  0.322
H  -2.485  -1.466  0.673  0.156
H  -2.149  -1.442  -1.851  0.414
H  -1.142  -2.810  -1.034  0.292
H  -1.943  0.592  -0.953  -0.074
H  -3.962  0.098  -0.208  0.272
H  -3.522  0.273  1.623  -0.038
H  -4.896  2.313  0.191  0.285
H  -3.149  3.015  -0.080  0.306
H  -3.254  2.025  2.908  0.270
H  -4.984  2.706  2.589  0.325
H  -3.676  4.832  1.304  0.377
H  -3.898  4.872  3.198  0.157
N  -4.556  1.963  -4.901  -0.417
C  -3.491  2.045  -4.083  0.682
N  -2.467  1.240  -4.417  -0.277
O  -3.458  2.789  -3.116  -0.635
H  -4.603  1.356  -5.702  0.149
H  -5.350  2.552  -4.685  0.239
H  -1.645  1.271  -3.828  0.048
H  -2.476  0.620  -5.210  0.159
N  4.200  -3.467  -0.216  -0.214
C  5.265  -3.385  0.602  0.642
N  6.289  -4.190  0.267  -0.420
O  5.299  -2.640  1.569  -0.675
H  4.153  -4.074  -1.017  0.184
H  3.407  -2.877  0.000  0.112
H  7.111  -4.158  0.857  0.228
H  6.280  -4.810  -0.525  0.175
N  -4.310  8.128  2.945  -0.356
C  -5.384  7.386  3.269  0.721
N  -6.080  7.843  4.326  -0.354
O  -5.702  6.381  2.655  -0.676
H  -4.032  8.959  3.439  0.175
H  -3.758  7.818  2.155  0.207
H  -6.896  7.315  4.604  0.184
H  -5.834  8.670  4.845  0.139
N  -0.511  -5.091  4.359  -0.294
C  -1.236  -6.224  4.383  0.549
N  -0.724  -7.199  5.156  -0.397
O  -2.275  -6.357  3.755  -0.656
H  0.346  -4.963  4.869  0.197
H  -0.861  -4.332  3.789  0.324
H  -1.240  -8.068  5.203  0.245
H  0.129  -7.108  5.681  0.158
N  7.855  -5.020  -4.777  -0.364
C  7.148  -4.393  -3.820  0.621
N  7.722  -3.274  -3.343  -0.286
O  6.072  -4.806  -3.416  -0.711
H  8.742  -4.694  -5.123  0.137
H  7.458  -5.866  -5.164  0.286
H  7.223  -2.772  -2.620  0.245
H  8.607  -2.918  -3.662  0.135
N  -8.408  10.669  3.330  -0.387
C  -8.485  10.526  4.665  0.711
N  -9.720  10.260  5.128  -0.405
O  -7.513  10.628  5.397  -0.659
H  -9.197  10.588  2.710  0.163
H  -7.496  10.870  2.940  0.210
H  -9.822  10.144  6.128  0.222
H  -10.532  10.172  4.541  0.161
N  4.987  -1.449  -4.616  -0.234
C  5.915  -0.764  -5.308  0.654
N  5.586  0.514  -5.571  -0.382
O  6.970  -1.261  -5.669  -0.653
H  4.112  -1.057  -4.310  0.130
H  5.195  -2.415  -4.398  0.129
H  6.257  1.065  -6.090  0.219
H  4.722  0.941  -5.282  0.137
N  6.623  -8.780  -7.834  -0.399
C  6.402  -8.470  -6.543  0.635
N  6.086  -9.520  -5.763  -0.387
O  6.481  -7.330  -6.115  -0.700
H  6.563  -9.713  -8.205  0.163
H  6.864  -8.018  -8.455  0.221
H  5.911  -9.330  -4.785  0.228
H  6.016  -10.466  -6.098  0.164

Output
* M: 1008.28 g/mol
* SMILES string: CCCO[C@@](N)(OCN=C=S)[C@H](CC(=O)I)NCCCCS(=O)(=O)Cl.NC(N)=O.NC(N)=O.NC(N)=O.NC(N)=O.NC(N)=O.NC(N)=O.NC(N)=O.NC(N)=O
* total energy: -119889.8427 eV
* strongest force on any atom: 8.756 eV Å⁻¹
* E_HOMO: -8.9 eV
* gap between HOMO and LUMO: 0.299 hartree
* relative energy (zero: lowest compared OMol25 entry of this formula, charge and spin): 175.8 kcal/mol